# 1
C7H16FGaNO3Yb as an isolated structure at a distorted geometry. Source: the OMol25 dataset; level of theory: ωB97M-V with the def2-TZVPD basis set.

Computed properties:
Net charge: +1
Max |F| (eV/A): 2.7
LUMO level (Ha): -0.232
Multiplicity: 1
Electronic energy (eV): -101761.468
ΔE to the lowest compared entry with this formula, charge and spin (kJ/mol): 0.0

Cartesian coordinates (Å):
Yb (-4.21316, 0.33015, -0.86624)
Ga (-0.09537, -0.73093, -0.55060)
F (-3.47510, 1.00467, 0.93000)
O (-2.30448, -2.62090, -0.24135)
O (1.37113, -0.59362, -1.66681)
O (-2.29342, -2.83588, 1.84847)
N (-1.68766, -3.12915, 0.90466)
C (-1.30232, -2.23762, -1.24108)
C (-1.38070, 2.20054, 1.51489)
C (3.43498, -0.48362, 0.53809)
C (-1.41580, 0.85158, -0.58841)
C (2.24289, 0.49496, -1.46222)
C (2.69947, 0.72875, -0.03710)
C (-1.94119, 0.96655, 0.85204)
H (3.41798, 1.54313, -0.08241)
H (-1.85439, -1.86297, -2.09994)
H (-1.67448, 0.10142, 1.43957)
H (-2.06957, 3.03080, 1.42328)
H (3.07366, -1.39849, 0.09575)
H (-0.72492, -3.08833, -1.57083)
H (1.90987, 1.07959, 0.62345)
H (1.85061, 1.42665, -1.88532)
H (3.34991, -0.50511, 1.61747)
H (0.35690, -0.89986, 0.96047)
H (-0.45143, 2.43333, 1.01362)
H (-1.15112, 1.98696, 2.54919)
H (-2.22233, 0.49758, -1.28013)
H (3.14383, 0.28229, -2.03929)
H (-1.07731, 1.79447, -0.99954)
H (4.48354, -0.36696, 0.30033)

# 2
C7H16N as an isolated structure at a distorted geometry. Source: the OMol25 dataset; level of theory: ωB97M-V with the def2-TZVPD basis set.

Computed properties:
Net charge: +1
Max |F| (eV/A): 5.1
LUMO level (Ha): -0.302
Multiplicity: 1
Electronic energy (eV): -8996.681
ΔE to the lowest compared entry with this formula, charge and spin (kJ/mol): 542.6

Cartesian coordinates (Å):
N (0.08753, -2.44690, 0.55991)
C (0.67146, 0.61360, -0.97422)
C (-0.94626, -1.12699, -1.99615)
C (1.13289, 1.14014, 2.22055)
C (-1.18683, 2.06949, -0.25570)
C (-0.25068, 1.16440, 0.09185)
C (0.40386, -0.82940, -1.37099)
C (-0.12199, 0.64770, 1.48784)
H (2.08063, 0.80798, 1.74438)
H (0.35446, -1.52674, -0.34556)
H (1.18390, 2.23437, 2.31325)
H (-1.75301, -0.82704, -1.30227)
H (1.71814, 0.74034, -0.58992)
H (1.23733, -1.20609, -1.96285)
H (-1.89451, 2.43952, 0.49156)
H (-0.84049, -2.87398, 0.57106)
H (-1.00418, 0.94686, 2.04944)
H (-1.26777, 2.51124, -1.23727)
H (-1.08056, -0.61896, -2.92807)
H (-1.01528, -2.21890, -2.09931)
H (-0.13076, -0.44171, 1.44391)
H (0.80239, -3.13357, 0.76924)
H (0.63857, 1.25795, -1.89300)
H (1.18117, 0.67669, 3.21232)

# 3
A 2-piece molecular cluster, C7H16N overall at a distorted geometry. Source: the OMol25 dataset; level of theory: ωB97M-V with the def2-TZVPD basis set.

Computed properties:
Net charge: +1
Max |F| (eV/A): 6.7
LUMO level (Ha): -0.294
Multiplicity: 1
Electronic energy (eV): -8995.504
ΔE to the lowest compared entry with this formula, charge and spin (kJ/mol): 656.2

Cartesian coordinates (Å):
N (-2.82182, 0.98627, -0.56451)
C (0.99929, 0.13337, 0.37821)
C (-1.05900, -0.45701, 1.65131)
C (-1.58645, -1.08457, 0.33241)
C (3.19561, 0.42075, -0.85310)
C (-0.02107, 0.61105, 1.37411)
C (-1.85817, -0.08526, -0.77272)
C (2.19230, 0.67030, 0.24186)
H (-2.29881, -0.65143, -1.60443)
H (-2.47584, 1.89898, -0.85498)
H (2.70375, 0.02329, -1.71888)
H (-0.43837, -1.19249, 2.20396)
H (3.89742, -0.33099, -0.44747)
H (0.36090, 1.07313, 2.31105)
H (-0.83799, 0.25568, -1.03192)
H (3.85516, 1.29660, -0.98013)
H (1.52314, -1.61247, -1.60614)
H (-0.67606, -1.62396, 0.00186)
H (1.24333, -2.15631, -2.03096)
H (-2.43376, -1.68162, 0.69399)
H (2.65538, 1.25817, 1.05484)
H (-0.54087, 1.54817, 1.02978)
H (-1.89016, -0.06675, 2.23421)
H (-3.68793, 0.76710, -1.04235)

# 4
A 2-piece molecular cluster, C7H16N2O overall. Source: the OMol25 dataset; level of theory: ωB97M-V with the def2-TZVPD basis set.

Computed properties:
Max |F| (eV/A): 0.6
LUMO level (Ha): 0.035
Multiplicity: 1
Electronic energy (eV): -12541.004
ΔE to the lowest compared entry with this formula, charge and spin (kJ/mol): 605.0

Cartesian coordinates (Å):
O (-1.64157, 2.02757, -0.04529)
N (-1.28691, 0.96533, -0.96145)
N (0.49826, -0.18035, -1.86626)
C (0.64624, -2.37202, 0.37868)
C (0.87765, 2.15308, -1.21271)
C (-0.22525, -1.32796, 1.00283)
C (-1.57999, -1.18424, 0.61875)
C (0.06128, 0.89458, -1.04227)
C (0.83997, 0.53699, 0.96645)
C (0.39579, -0.45395, 2.02176)
H (1.65953, -2.01103, 0.20560)
H (0.73707, 2.52448, -2.23395)
H (1.93851, 1.95444, -1.05857)
H (-0.33088, -0.03002, 2.71493)
H (1.20344, -0.92947, 2.58486)
H (-1.58615, -0.24605, -0.21107)
H (0.71121, -3.22206, 1.07145)
H (0.93988, 0.15332, -2.71454)
H (0.55190, 1.55184, 1.20077)
H (-2.25163, -0.79578, 1.38492)
H (0.55129, 2.92829, -0.52684)
H (-2.55354, 2.20792, -0.29629)
H (-1.99757, -2.02429, 0.06582)
H (0.24959, -2.73593, -0.56841)
H (1.86293, 0.40449, 0.63728)
H (-0.27103, -0.78919, -2.11643)

Kohn-Sham gap: 4.8645, 5.0480, 4.7258, 8.1670 (eV)